# 1
Computed, not measured: a structure of composition C22H21ClFeN8, with ωB97M-V/def2-TZVPD.

Last column: natural (NBO) charge in e.
Geometry (Å):
Fe: -0.03110 0.22396 -1.06744  1.01
C: 0.43901 -1.51542 1.81863  -0.26
N: 0.65736 -0.11905 1.44802  -0.45
C: 2.07594 0.21530 1.47922  -0.26
C: 2.85357 -0.59474 0.47951  0.22
C: 4.21179 -0.81826 0.65867  -0.24
C: 4.90095 -1.55673 -0.28737  -0.14
C: 4.19984 -2.08169 -1.36258  -0.25
C: 2.84145 -1.82609 -1.44806  0.04
N: 2.18745 -1.08355 -0.56428  -0.50
C: -0.12577 0.76200 2.30373  -0.26
C: -0.53827 2.05704 1.65244  0.22
C: -1.20723 3.00932 2.41568  -0.24
C: -1.60817 4.19259 1.82456  -0.12
C: -1.30735 4.39340 0.48386  -0.24
C: -0.64060 3.39341 -0.20210  0.07
N: -0.27372 2.24488 0.36420  -0.50
C: -0.89559 -2.01092 1.32854  0.21
C: -1.57024 -3.03865 1.97802  -0.24
C: -2.78521 -3.47161 1.47556  -0.13
C: -3.29584 -2.85743 0.34257  -0.24
C: -2.55590 -1.84368 -0.24256  0.07
N: -1.38245 -1.43850 0.22931  -0.52
H: 0.53527 -1.67853 2.90330  0.20
H: 1.20248 -2.12202 1.32832  0.24
H: 2.50340 0.06076 2.48434  0.20
H: 2.19625 1.27236 1.22460  0.23
H: 4.71298 -0.40741 1.51900  0.23
H: 5.96095 -1.72311 -0.18685  0.24
H: 4.69773 -2.65947 -2.12287  0.24
H: 2.24408 -2.22319 -2.25846  0.20
H: 0.41455 0.99335 3.23707  0.21
H: -1.04595 0.23846 2.58082  0.24
H: -1.41461 2.80875 3.45342  0.23
H: -2.13793 4.94072 2.39533  0.24
H: -1.58964 5.30206 -0.02405  0.24
H: -0.38651 3.50524 -1.24898  0.21
H: -1.14890 -3.48524 2.86351  0.23
H: -3.32759 -4.26293 1.96804  0.23
H: -4.25024 -3.14640 -0.06691  0.24
H: -2.91448 -1.32025 -1.11766  0.22
Cl: 0.94634 1.76916 -2.96635  0.19
C: 2.17156 1.51799 -1.78877  -0.34
H: 2.41981 2.41771 -1.24456  0.22
H: 3.01357 0.96836 -2.18610  0.22
N: -1.89279 0.90309 -1.83999  -0.79
C: -2.87244 1.21363 -2.41126  0.64
N: -3.83668 1.65771 -3.04921  -0.65
C: -5.02074 1.28276 -3.36730  0.42
N: -6.09390 0.98850 -3.67274  -0.42
N: -0.42627 -1.69861 -3.88525  -0.61
C: -0.08604 -1.36144 -2.83432  0.33
H: -0.72417 -1.98760 -4.79425  0.48

Values from the calculation:
highest occupied orbital energy (alpha / beta) = -0.386 / -0.385 hartree
energy above the lowest of the compared OMol25 structures with the same formula, charge and spin = 506.2 kJ/mol
charge = +1
⟨S²⟩ = 0.790
HOMO-LUMO gap (alpha / beta) = 5.15 / 5.30 eV
2S+1 = 2


# 2
Computed, not measured: an isolated molecule of C22H21ClN2O4, with ωB97M-V/def2-TZVPD.

Last column: natural (NBO) charge in e.
Geometry (Å):
C: 7.64246 2.22004 -0.25450  -0.27
O: 6.77399 1.24950 0.31684  -0.51
C: 5.47034 1.53919 0.38102  0.81
O: 4.99150 2.57163 -0.00882  -0.61
C: 4.70388 0.39520 1.02629  -0.33
C: 3.21201 0.71819 1.13978  -0.40
C: 2.54135 0.71803 -0.23780  -0.22
N: 2.78713 -0.53101 -0.91785  -0.44
C: 1.86879 -1.49737 -1.14417  0.67
O: 2.16544 -2.59907 -1.56850  -0.62
C: 0.43738 -1.12524 -0.88376  -0.12
C: -0.21202 -0.24440 -1.75822  -0.20
C: -1.55092 0.06815 -1.61793  -0.24
C: -2.21571 -0.53076 -0.56515  0.23
O: -3.51175 -0.42609 -0.17250  -0.42
C: -3.60388 -1.23971 0.91043  0.53
C: -4.91596 -1.37326 1.60603  -0.49
C: -5.96774 -0.52717 0.94432  -0.01
C: -6.29729 0.72241 1.45109  -0.20
C: -7.24200 1.51554 0.82473  -0.22
C: -7.85973 1.05380 -0.32565  -0.04
Cl: -9.04234 2.03781 -1.11481  0.01
C: -7.54162 -0.18862 -0.85039  -0.21
C: -6.59766 -0.97105 -0.21181  -0.19
N: -2.51262 -1.83850 1.24225  -0.48
C: -1.57734 -1.42191 0.32151  0.14
C: -0.23581 -1.73546 0.16098  -0.21
C: 4.19164 -0.82053 -1.11141  -0.23
C: 4.90374 -0.90629 0.23746  -0.40
H: 8.19350 2.72006 0.54335  0.19
H: 7.06362 2.95527 -0.81629  0.21
H: 8.33443 1.69383 -0.91002  0.19
H: 5.13228 0.26900 2.02694  0.24
H: 3.07865 1.69906 1.59659  0.23
H: 2.73399 -0.03160 1.77300  0.21
H: 1.46815 0.87332 -0.12655  0.23
H: 2.95582 1.53485 -0.83705  0.21
H: 0.35222 0.19245 -2.56848  0.22
H: -2.05488 0.74006 -2.29339  0.23
H: -5.19841 -2.42913 1.59132  0.25
H: -4.77924 -1.08489 2.65074  0.25
H: -5.81285 1.08327 2.34665  0.22
H: -7.49697 2.48476 1.22361  0.23
H: -8.02797 -0.53685 -1.74797  0.23
H: -6.34669 -1.93919 -0.61969  0.22
H: 0.25708 -2.43080 0.82014  0.23
H: 4.26182 -1.77036 -1.64484  0.25
H: 4.63279 -0.02572 -1.72327  0.19
H: 5.96654 -1.09501 0.08809  0.23
H: 4.48088 -1.73540 0.80772  0.21

Values from the calculation:
highest occupied orbital energy = -0.327 hartree
energy above the lowest of the compared OMol25 structures with the same formula, charge and spin = 4.3 kJ/mol
charge = 0
HOMO-LUMO gap = 9.57 eV
SMILES = COC(=O)C1CCN(C(=O)c2ccc3oc(Cc4ccc(Cl)cc4)nc3c2)CC1


# 3
Computed, not measured: an isolated molecule of C22H21ClN4O3S, with ωB97M-V/def2-TZVPD.

Last column: natural (NBO) charge in e.
Geometry (Å):
C: -3.53312 0.18243 4.53639  -0.66
C: -3.42700 -0.35054 3.16019  0.11
N: -4.19391 -1.26608 2.67319  -0.46
C: -3.89365 -1.58392 1.39675  0.24
C: -4.67085 -2.63592 0.69775  -0.65
C: -2.84751 -0.85595 0.85611  -0.38
C: -2.28094 -0.99604 -0.47146  0.51
O: -2.49376 -1.96892 -1.17856  -0.55
C: -1.40909 0.09621 -0.93794  -0.12
C: -1.49879 1.43095 -0.78370  0.26
O: -2.38897 2.18720 -0.13944  -0.64
C: -0.41092 2.08473 -1.55640  0.62
O: -0.24793 3.28926 -1.65512  -0.65
N: 0.31717 1.09895 -2.11443  -0.41
C: 1.42075 1.32857 -3.01035  -0.21
C: 2.79398 1.30067 -2.33024  -0.42
C: 2.98250 2.42634 -1.29913  -0.22
N: 2.65352 2.01993 0.04062  -0.35
C: 3.34122 1.11061 0.79583  -0.11
C: 2.70921 1.06809 2.00408  -0.10
N: 1.65558 1.92529 2.00659  -0.47
C: 1.65289 2.48049 0.82658  0.16
C: -0.24193 -0.21258 -1.84295  -0.07
C: 0.75421 -1.15375 -1.20672  -0.07
C: 1.42509 -2.09180 -1.98139  -0.15
C: 2.35502 -2.94280 -1.41299  -0.24
C: 2.60709 -2.85920 -0.05260  -0.04
Cl: 3.76948 -3.91538 0.66593  0.01
C: 1.93620 -1.93936 0.73697  -0.21
C: 1.01586 -1.08680 0.15594  -0.18
S: -2.22746 0.24872 2.04660  0.43
H: -3.90117 1.20786 4.51305  0.24
H: -4.22532 -0.43036 5.10725  0.24
H: -2.55775 0.18782 5.01883  0.23
H: -4.12700 -3.57927 0.74118  0.24
H: -5.63355 -2.76032 1.18541  0.23
H: -4.79810 -2.38348 -0.35185  0.24
H: -2.13841 3.11643 -0.28755  0.51
H: 1.39092 0.57037 -3.79792  0.21
H: 1.26496 2.31418 -3.46115  0.23
H: 3.54518 1.40783 -3.11401  0.22
H: 2.94590 0.33466 -1.84532  0.22
H: 2.34931 3.27875 -1.55642  0.23
H: 4.02775 2.75446 -1.30953  0.21
H: 4.19934 0.59075 0.42191  0.22
H: 2.94758 0.48538 2.87096  0.21
H: 0.96216 3.23338 0.50605  0.21
H: -0.60373 -0.66349 -2.77786  0.23
H: 1.21809 -2.16481 -3.03897  0.21
H: 2.87624 -3.66881 -2.01669  0.23
H: 2.13247 -1.88659 1.79534  0.23
H: 0.50118 -0.36414 0.77120  0.23

Values from the calculation:
highest occupied orbital energy = -0.322 hartree
energy above the lowest of the compared OMol25 structures with the same formula, charge and spin = 0.0 kJ/mol
charge = 0
HOMO-LUMO gap = 8.44 eV
SMILES = Cc1nc(C)c(C(=O)C2=C(O)C(=O)N(CCCn3ccnc3)[C@H]2c2ccc(Cl)cc2)s1


# 4
Computed, not measured: a structure of composition C22H21FeN2O5, with ωB97M-V/def2-TZVPD.

Last column: natural (NBO) charge in e.
Geometry (Å):
O: 3.61424 -1.85099 -3.05274  -0.48
C: 3.10652 -0.88207 -3.44767  0.43
Fe: 2.64854 0.80987 -3.66573  0.13
C: 3.65390 1.50639 -2.37742  0.43
O: 4.43544 1.75830 -1.56109  -0.49
C: 3.83586 1.12837 -4.90698  0.44
O: 4.76728 1.34375 -5.57158  -0.47
C: -1.48168 0.75967 -0.84685  -0.18
C: -0.78992 0.24761 -2.09474  -0.54
C: -0.03913 1.21907 -2.95167  -0.12
C: 0.33947 2.44417 -2.44209  -0.22
C: -0.03841 2.75793 -1.11445  -0.19
C: -0.89392 1.92258 -0.34345  -0.09
H: -2.57895 0.61644 -0.77650  0.31
H: -0.04280 -0.55925 -1.82783  0.28
H: -1.61787 -0.16446 -2.69186  0.24
H: 0.14140 0.90294 -3.99317  0.23
H: 1.02615 3.12607 -2.99876  0.25
H: 0.41057 3.64842 -0.66138  0.24
H: -1.14036 2.22364 0.66957  0.22
O: 0.23098 -1.97771 0.10975  -0.62
C: 0.57242 -1.36269 1.13179  0.69
C: 1.84807 -0.71125 1.44824  -0.09
C: 1.73052 -0.07301 2.67320  -0.15
C: 2.79277 0.61198 3.25574  -0.15
C: 4.00831 0.61008 2.55029  -0.17
C: 4.12170 -0.01940 1.29515  -0.18
C: 3.03052 -0.68423 0.71689  -0.18
C: 0.33634 -0.23290 3.15833  0.69
O: -0.24842 0.27991 4.09162  -0.52
N: -0.24320 -1.12128 2.22710  -0.48
C: -1.63638 -1.56965 2.33777  -0.24
C: -2.58577 -0.67882 1.56517  -0.08
C: -4.05390 -1.00698 1.83809  -0.42
C: -4.74333 -1.05450 0.47501  -0.43
C: -3.64172 -1.41255 -0.51097  -0.24
N: -2.39250 -0.80501 0.08759  -0.41
H: 2.65099 1.09941 4.21445  0.25
H: 4.87931 1.10798 2.97093  0.24
H: 5.08046 0.01438 0.75874  0.24
H: 3.06242 -1.18090 -0.25575  0.24
H: -1.69606 -2.60737 1.98236  0.23
H: -1.88417 -1.55142 3.40380  0.26
H: -2.38100 0.37205 1.80930  0.22
H: -4.11943 -1.97022 2.36606  0.22
H: -4.50046 -0.25587 2.49261  0.25
H: -5.52376 -1.81457 0.46802  0.25
H: -5.19944 -0.08624 0.22208  0.22
H: -3.46877 -2.49887 -0.56227  0.23
H: -3.82005 -1.01554 -1.51790  0.23
H: -1.56282 -1.36325 -0.14678  0.46

Values from the calculation:
highest occupied orbital energy (alpha / beta) = -0.390 / -0.421 hartree
energy above the lowest of the compared OMol25 structures with the same formula, charge and spin = 75.5 kJ/mol
charge = +1
⟨S²⟩ = 6.064
HOMO-LUMO gap (alpha / beta) = 7.14 / 5.17 eV
2S+1 = 5


no.,molecular weight (g/mol),maximum force (eV/Å),E (eV)
1,488.8,1.7,-81974.265
2,412.9,1.3,-46848.862
3,457.0,1.1,-58616.625
4,449.3,4.5,-70748.028